# 1
193
Properties=species:S:1:pos:R:3 method="wB97M-V/def2-TZVPD" lumo_ha="-0.0015 / -0.0100" spin_multiplicity=6 e_homo_ev="-7.562 / -9.129" total_charge=0
C 2.454 -3.824 1.959
C 1.712 -5.228 1.899
C 2.290 -5.891 0.612
C 3.649 -6.561 0.920
C 3.623 -7.509 2.105
C 3.228 -6.781 3.365
N 1.888 -6.034 3.135
O 1.329 -5.590 4.096
C 2.869 -7.720 4.553
C 4.294 -5.723 3.863
C 0.187 -4.941 1.810
H 2.393 -3.356 0.991
H 3.502 -3.892 2.224
H 2.023 -3.186 2.745
H 1.561 -6.609 0.223
H 2.436 -5.081 -0.123
H 4.431 -5.823 1.043
H 3.952 -7.154 0.061
H 4.625 -7.905 2.270
H 2.915 -8.370 2.015
H 2.212 -8.507 4.167
H 3.818 -8.160 4.850
H 2.435 -7.089 5.343
H 5.203 -6.312 4.108
H 4.505 -5.047 3.066
H 3.863 -5.235 4.733
H -0.174 -4.494 2.709
H -0.292 -5.871 1.532
H 0.047 -4.231 0.967
C 2.240 4.040 0.109
C 2.777 4.608 1.428
C 2.945 3.562 2.517
C 3.746 4.114 3.683
C 5.135 4.612 3.231
C 5.030 5.746 2.165
N 4.143 5.188 1.106
O 4.098 5.985 0.020
C 4.539 7.075 2.803
C 6.342 5.980 1.397
C 1.730 5.667 1.904
H 2.313 4.794 -0.667
H 1.192 3.755 0.307
H 2.895 3.190 -0.158
H 1.938 3.263 2.777
H 3.445 2.642 2.210
H 3.788 3.404 4.523
H 3.184 4.931 4.119
H 5.689 3.725 2.906
H 5.743 5.041 4.039
H 3.653 6.974 3.446
H 5.368 7.421 3.434
H 4.342 7.751 1.971
H 7.209 5.908 2.070
H 6.445 5.254 0.600
H 6.240 6.963 0.933
H 0.941 5.096 2.412
H 1.353 6.141 1.010
H 2.034 6.415 2.610
C -6.001 -7.009 -0.364
C -4.706 -6.272 -0.179
C -3.647 -6.386 -1.341
C -2.486 -5.342 -1.357
C -3.248 -3.972 -1.523
C -4.195 -3.614 -0.377
N -5.058 -4.792 -0.184
O -5.989 -4.473 0.840
C -3.330 -3.365 0.926
C -5.094 -2.476 -0.662
C -4.055 -6.702 1.266
H -6.568 -6.783 0.541
H -5.705 -8.084 -0.458
H -6.490 -6.575 -1.255
H -3.197 -7.377 -1.275
H -4.087 -6.368 -2.356
H -1.685 -5.493 -2.096
H -2.019 -5.332 -0.366
H -3.765 -3.960 -2.507
H -2.490 -3.177 -1.566
H -4.112 -3.027 1.642
H -2.768 -4.203 1.309
H -2.681 -2.497 0.725
H -4.371 -1.661 -0.915
H -5.613 -2.643 -1.617
H -5.760 -2.215 0.168
H -4.976 -6.695 1.873
H -3.299 -6.077 1.738
H -3.718 -7.750 1.088
C -2.641 -1.631 -6.426
C -2.011 -0.553 -5.525
C -0.525 -0.812 -5.065
C 0.226 0.448 -4.559
C 0.186 1.498 -5.648
C -1.248 1.941 -6.013
N -2.213 0.753 -6.332
O -3.326 1.055 -6.639
C -1.832 2.700 -4.785
C -1.432 2.833 -7.244
C -2.975 -0.392 -4.227
H -2.522 -2.601 -5.944
H -1.995 -1.600 -7.296
H -3.644 -1.278 -6.583
H -0.697 -1.539 -4.231
H 0.048 -1.316 -5.868
H 1.269 0.269 -4.316
H -0.264 0.841 -3.667
H 0.730 1.145 -6.520
H 0.860 2.317 -5.399
H -2.886 2.893 -5.068
H -1.739 2.074 -3.873
H -1.243 3.597 -4.602
H -2.462 3.211 -7.255
H -0.795 3.709 -7.109
H -1.186 2.276 -8.156
H -2.951 -1.346 -3.662
H -3.975 -0.283 -4.699
H -2.707 0.409 -3.532
C -2.676 1.978 6.799
C -1.908 2.746 5.756
C -1.062 1.841 4.774
C -0.627 2.528 3.458
C -1.902 2.971 2.698
C -2.840 3.941 3.458
N -2.845 3.637 4.993
O -3.687 4.409 5.726
C -2.111 5.290 3.558
C -4.269 4.061 2.930
C -1.002 3.838 6.478
H -3.272 1.186 6.345
H -3.325 2.694 7.302
H -1.904 1.600 7.457
H -0.130 1.478 5.243
H -1.590 0.917 4.513
H 0.136 2.003 2.854
H -0.182 3.439 3.855
H -2.378 1.999 2.480
H -1.629 3.481 1.778
H -2.759 6.077 3.968
H -1.203 5.220 4.149
H -1.803 5.569 2.538
H -4.839 3.157 2.998
H -4.760 4.952 3.354
H -4.196 4.240 1.840
H -0.492 4.505 5.797
H -0.266 3.265 7.041
H -1.680 4.378 7.147
O -3.628 7.714 0.354
C -2.940 7.006 -0.233
O -3.257 6.025 -1.095
C -2.151 5.276 -1.679
C -1.003 5.597 -0.733
C -1.344 6.971 -0.135
H -2.083 5.539 -2.752
H -2.470 4.236 -1.703
H -0.078 5.634 -1.300
H -0.914 4.864 0.061
H -0.918 7.699 -0.811
H -1.048 7.139 0.887
O 3.694 -0.580 -3.056
C 4.149 0.496 -3.132
O 5.246 0.805 -3.804
C 5.544 2.190 -3.775
C 4.563 2.892 -2.750
C 3.462 1.798 -2.567
H 5.480 2.525 -4.797
H 6.596 2.190 -3.469
H 4.083 3.807 -3.097
H 5.059 3.158 -1.811
H 2.575 2.079 -3.139
H 3.125 1.612 -1.571
O 0.845 -4.620 -6.085
C 0.946 -4.186 -4.989
O 1.671 -3.084 -4.705
C 1.555 -2.728 -3.352
C 0.584 -3.704 -2.681
C 0.398 -4.804 -3.716
H 1.267 -1.677 -3.394
H 2.560 -2.649 -2.954
H -0.409 -3.341 -2.367
H 1.007 -4.160 -1.789
H -0.630 -5.062 -3.967
H 0.943 -5.732 -3.546
O -1.331 2.044 -1.195
C -0.789 1.098 -0.789
O 0.485 1.110 -0.354
C 0.991 -0.202 -0.071
C -0.286 -0.993 0.235
C -1.382 -0.304 -0.558
H 1.689 -0.041 0.730
H 1.601 -0.552 -0.921
H -0.566 -1.022 1.278
H -0.135 -2.023 -0.086
H -2.294 -0.173 0.035
H -1.667 -0.679 -1.556



# 2
113
Properties=species:S:1:pos:R:3 method="wB97M-V/def2-TZVPD" lumo_ha=0.1079 spin_multiplicity=1 e_homo_ev=-1.256 total_charge=-2
Ti -0.231 1.025 -0.335
I -7.908 6.504 2.295
C -6.293 5.328 1.664
C -6.077 4.094 2.259
C -4.998 3.328 1.841
C -4.140 3.777 0.840
C -4.383 5.018 0.264
C -5.458 5.802 0.667
C -2.969 2.950 0.431
C -3.193 1.840 -0.302
C -4.518 1.408 -0.736
C -4.404 0.191 -1.264
C -2.985 -0.161 -1.255
C -2.458 -1.288 -1.772
C -3.364 -2.383 -2.210
C -3.414 -3.571 -1.479
C -4.273 -4.600 -1.829
C -5.096 -4.442 -2.936
I -6.417 -5.977 -3.465
C -5.061 -3.285 -3.693
C -4.191 -2.265 -3.323
C -1.051 -1.510 -2.001
N 0.031 -0.856 -1.426
C 1.150 -1.427 -2.034
C 2.563 -1.409 -1.511
C 3.315 -2.446 -2.333
C 3.197 -3.792 -1.997
C 3.784 -4.787 -2.757
C 4.504 -4.427 -3.889
I 5.398 -5.914 -5.057
C 4.623 -3.102 -4.262
C 4.022 -2.123 -3.475
C 2.820 -0.063 0.252
C 3.870 0.253 1.284
C 3.306 0.877 2.299
C 1.937 1.208 1.933
N 1.627 0.675 0.696
C 1.261 2.109 2.685
C 0.103 2.807 2.241
C -0.477 3.911 2.850
C -1.640 4.195 2.129
C -1.746 3.253 1.119
N -0.633 2.415 1.143
C 1.696 2.357 4.086
C 1.457 1.383 5.053
C 1.853 1.567 6.371
C 2.491 2.745 6.722
I 3.103 3.036 8.704
C 2.732 3.739 5.787
C 2.328 3.535 4.474
C 0.758 -2.342 -2.996
C -0.632 -2.408 -2.966
N -2.262 0.850 -0.658
H -6.735 3.733 3.037
H -4.801 2.364 2.296
H -3.719 5.372 -0.516
H -5.641 6.762 0.204
H -5.417 1.992 -0.622
H -5.191 -0.426 -1.667
H -2.773 -3.673 -0.611
H -4.311 -5.504 -1.237
H -5.697 -3.174 -4.561
H -4.144 -1.359 -3.916
H 2.613 -4.071 -1.128
H 3.671 -5.826 -2.479
H 5.166 -2.824 -5.155
H 4.113 -1.093 -3.783
H 4.898 -0.047 1.234
H 3.785 1.195 3.212
H -0.094 4.422 3.717
H -2.354 4.981 2.320
H 0.936 0.480 4.753
H 1.659 0.802 7.111
H 3.237 4.652 6.071
H 2.520 4.298 3.730
H 1.397 -2.909 -3.651
H -1.275 -3.015 -3.582
O 1.227 4.325 -5.008
C 2.257 3.514 -4.834
O 3.200 3.503 -5.591
C 2.193 2.612 -3.646
C 3.145 1.690 -3.249
Cl 4.611 1.367 -4.062
N 2.728 1.089 -2.096
N 1.516 1.573 -1.771
C 1.199 2.474 -2.672
C -0.120 3.133 -2.441
O -0.506 4.046 -3.185
O -0.734 2.660 -1.443
C 3.262 -0.022 -1.287
C 4.769 -0.116 -1.334
C 5.508 -1.086 -0.790
C 5.069 -2.208 0.055
C 3.821 -2.419 0.476
C 2.623 -1.612 0.049
H 0.521 4.235 -4.286
H 5.298 0.694 -1.806
H 6.581 -0.999 -0.924
H 5.852 -2.870 0.406
H 3.645 -3.244 1.157
H 1.691 -1.969 0.485
Te -1.363 -0.409 2.137
C -1.260 -2.469 2.583
C -1.577 -2.901 3.875
C -1.550 -4.248 4.208
C -1.203 -5.205 3.262
C -0.884 -4.792 1.974
C -0.912 -3.444 1.641
H -1.850 -2.166 4.622
H -1.802 -4.553 5.218
H -1.180 -6.256 3.525
H -0.616 -5.524 1.221
H -0.662 -3.136 0.630



# 3
116
Properties=species:S:1:pos:R:3 method="wB97M-V/def2-TZVPD" lumo_ha=0.0586 spin_multiplicity=1 e_homo_ev=-4.628 total_charge=-1
K 4.766 -24.306 -14.215
C 4.657 -17.568 -14.784
C 5.429 -18.683 -14.502
C 4.812 -19.900 -14.095
C 3.451 -19.910 -14.086
C 2.642 -18.804 -14.373
C 3.250 -17.596 -14.770
C 2.743 -21.113 -13.599
C 2.714 -22.159 -14.601
C 3.234 -22.080 -15.961
C 2.840 -23.294 -16.543
C 2.123 -24.008 -15.557
N 2.062 -23.359 -14.382
C 1.509 -25.395 -15.631
C 1.671 -26.188 -14.555
C 0.640 -27.047 -13.925
C 0.932 -27.066 -12.589
C 2.183 -26.371 -12.338
C 2.668 -25.825 -11.225
C 4.049 -25.207 -11.171
C 5.070 -25.922 -10.584
C 6.274 -25.280 -10.330
C 6.500 -23.974 -10.700
C 5.480 -23.189 -11.282
C 4.256 -23.852 -11.483
C 1.815 -25.417 -10.129
N 2.114 -24.227 -9.711
C 0.961 -23.693 -9.117
C 0.741 -22.375 -9.445
C -0.398 -21.604 -8.872
C -0.734 -21.663 -7.523
C -1.771 -20.897 -6.969
C -2.428 -20.016 -7.844
C -2.061 -19.892 -9.173
C -1.087 -20.709 -9.709
C 1.559 -21.650 -10.389
C 2.398 -20.465 -10.129
C 2.729 -20.052 -11.387
C 2.261 -21.043 -12.318
N 1.544 -22.027 -11.667
C -0.068 -24.733 -9.045
C 0.464 -25.792 -9.714
N 2.766 -26.081 -13.616
C 0.511 -25.690 -16.713
C 0.432 -26.963 -17.302
C -0.397 -27.227 -18.348
C -1.173 -26.259 -18.940
C -1.105 -24.948 -18.375
C -0.313 -24.697 -17.278
H 5.147 -16.623 -15.063
H 6.508 -18.546 -14.531
H 5.332 -20.793 -13.772
H 1.524 -18.839 -14.300
H 2.715 -16.705 -15.051
H 3.828 -21.301 -16.424
H 2.848 -23.643 -17.596
H -0.289 -27.435 -14.352
H 0.351 -27.514 -11.821
H 4.955 -26.969 -10.329
H 7.056 -25.821 -9.796
H 7.426 -23.538 -10.433
H 5.564 -22.107 -11.468
H 3.435 -23.323 -11.892
H -0.171 -22.286 -6.818
H -2.089 -20.960 -5.942
H -3.128 -19.323 -7.443
H -2.512 -19.189 -9.847
H -0.856 -20.611 -10.755
H 2.689 -20.142 -9.118
H 3.410 -19.212 -11.567
H -1.048 -24.615 -8.671
H -0.094 -26.691 -9.808
H 1.106 -27.722 -16.944
H -0.367 -28.194 -18.802
H -1.827 -26.468 -19.811
H -1.751 -24.180 -18.758
H -0.283 -23.669 -16.932
C 7.294 -25.973 -13.959
O 6.129 -26.745 -13.855
C 6.185 -27.815 -13.076
C 7.224 -28.173 -12.256
C 7.148 -29.308 -11.470
Br 8.816 -30.063 -10.957
C 6.003 -30.056 -11.314
C 4.959 -29.742 -12.154
C 5.034 -28.664 -13.084
O 4.093 -28.394 -13.954
C 3.759 -30.548 -12.098
N 3.745 -31.731 -11.495
C 2.531 -32.238 -11.795
C 1.946 -33.494 -11.530
C 0.713 -33.824 -12.083
C 0.023 -32.881 -12.839
C 0.514 -31.623 -13.061
C 1.779 -31.325 -12.552
N 2.594 -30.248 -12.737
H 8.166 -26.573 -14.183
H 7.478 -25.471 -12.995
H 7.093 -25.279 -14.771
H 8.194 -27.625 -12.204
H 5.967 -30.950 -10.699
H 3.355 -26.886 -13.940
H 2.429 -34.189 -10.856
H 0.284 -34.859 -12.042
H -0.958 -33.129 -13.224
H 0.019 -30.896 -13.689
H 2.610 -29.504 -13.419
N 4.697 -27.603 -16.478
C 3.760 -27.915 -17.371
C 3.988 -27.157 -18.495
C 5.138 -26.409 -18.159
N 5.538 -26.667 -16.892
H 4.687 -27.940 -15.442
H 2.963 -28.597 -17.191
H 3.434 -27.123 -19.403
H 5.732 -25.695 -18.704



| no. | largest force on an atom (Eh/bohr) | DFT total energy (eV) |
| --- | --- | --- |
| 1 | 0.1405 | -99163.2945 |
| 2 | 0.0288 | -156293.6974 |
| 3 | 0.0522 | -166337.8245 |